# 1
{
  "formula": "CH9N2O2",
  "method": "ωB97M-V with the def2-TZVPD basis set",
  "molar_mass_g_mol": 81.1,
  "homo_ev": [-3.4, -8.3],
  "relative_energy_kcal_mol": 13.9,
  "multiplicity": 2,
  "total_energy_ev": -8255.69054,
  "orbital_gap_ev": [4.0, 8.9],
  "species": ["N", "C", "N", "H", "H", "H", "H", "H", "H", "H", "O", "H", "H", "O"],
  "positions_angstrom": [[-1.216, 0.532, 0.452], [-1.570, 0.078, -0.770], [-0.683, -0.386, -1.672], [-0.275, 0.248, 0.780], [-1.918, 0.880, 1.094], [-2.609, 0.069, -1.131], [-1.052, -0.543, -2.599], [0.251, -0.632, -1.394], [2.143, -0.670, 0.157], [2.059, -1.729, -0.860], [1.492, -1.214, -0.280], [0.896, 1.813, 1.706], [1.377, 0.623, 2.669], [1.105, 0.933, 1.848]],
  "forces_ev_per_angstrom": [[1.649, 0.519, 1.208], [-3.542, -0.311, -1.026], [0.922, -0.080, -1.458], [-1.525, 0.374, 0.206], [0.532, -0.390, -0.271], [0.482, 0.200, 0.701], [0.574, -0.033, 0.311], [-0.185, -0.113, -0.306], [0.011, 0.663, 0.565], [-0.168, -0.414, -0.248], [0.728, -0.452, 0.047], [-0.462, 2.628, 0.449], [0.559, 0.194, 2.326], [0.424, -2.785, -2.506]]
}

# 2
{
  "formula": "CH9N2O2",
  "method": "ωB97M-V with the def2-TZVPD basis set",
  "molar_mass_g_mol": 81.1,
  "homo_ev": -14.9,
  "relative_energy_kcal_mol": 32.7,
  "charge": 1,
  "multiplicity": 1,
  "total_energy_ev": -8251.64637,
  "orbital_gap_ev": 10.6,
  "species": ["N", "C", "N", "H", "H", "H", "H", "H", "H", "H", "O", "H", "H", "O"],
  "positions_angstrom": [[-0.803, 0.906, -0.965], [-1.350, 1.151, 0.245], [-0.655, 1.183, 1.340], [-1.194, 0.145, -1.490], [0.091, 1.296, -1.196], [-2.311, 1.670, 0.290], [-1.059, 1.728, 2.082], [0.313, 0.816, 1.270], [2.227, -0.696, 1.407], [2.685, 0.490, 0.609], [1.907, 0.159, 1.057], [0.695, -3.003, -1.943], [-0.577, -3.290, -1.315], [0.031, -2.553, -1.391]],
  "forces_ev_per_angstrom": [[-0.751, -0.304, 0.820], [0.594, 1.742, -0.106], [-0.162, 0.102, -1.505], [-0.100, 0.163, -0.775], [0.541, -0.676, 0.175], [-0.495, -1.118, 0.011], [0.339, -0.233, 0.689], [0.093, 0.207, 0.677], [-0.509, 0.431, -0.093], [0.180, 0.410, -0.211], [0.328, -0.829, 0.304], [0.085, 0.688, 0.183], [-0.655, -0.030, 0.383], [0.511, -0.553, -0.553]]
}

# 3
{
  "formula": "CH9N3P",
  "method": "ωB97M-V with the def2-TZVPD basis set",
  "molar_mass_g_mol": 94.1,
  "homo_ev": -13.0,
  "relative_energy_kcal_mol": 23.2,
  "charge": 1,
  "multiplicity": 1,
  "total_energy_ev": -14934.57513,
  "orbital_gap_ev": 9.3,
  "species": ["C", "N", "N", "N", "P", "H", "H", "H", "H", "H", "H", "H", "H", "H"],
  "positions_angstrom": [[-2.689, -0.095, 0.175], [-1.880, -0.580, -0.665], [-0.249, 0.618, 1.103], [2.355, -0.587, -0.172], [0.072, -0.327, -0.289], [-2.274, 0.213, 1.080], [0.454, 0.736, 1.802], [-2.326, -1.009, -1.448], [-0.393, 1.509, 0.784], [2.258, -1.539, 0.179], [2.876, -0.706, -1.018], [2.840, 0.059, 0.422], [-3.722, -0.267, -0.135], [0.115, -1.556, 0.427]],
  "forces_ev_per_angstrom": [[-1.822, -1.866, -2.075], [0.765, 0.316, 1.680], [0.466, -1.943, -0.072], [-0.716, -0.771, 0.296], [0.263, -0.414, -1.068], [-0.028, 1.032, 1.511], [0.463, -0.684, 0.653], [0.247, -0.255, -1.013], [-0.651, 3.026, -0.907], [0.629, 0.440, 0.629], [0.142, 0.397, -0.773], [0.459, -0.173, 0.556], [-0.170, 0.788, 0.949], [-0.047, 0.106, -0.367]]
}

# 4
{
  "formula": "CH9N4",
  "method": "ωB97M-V with the def2-TZVPD basis set",
  "molar_mass_g_mol": 77.1,
  "homo_ev": -14.9,
  "relative_energy_kcal_mol": 122.7,
  "charge": 1,
  "multiplicity": 1,
  "total_energy_ev": -7133.43306,
  "orbital_gap_ev": 11.3,
  "species": ["C", "N", "N", "N", "N", "H", "H", "H", "H", "H", "H", "H", "H", "H"],
  "positions_angstrom": [[1.505, 0.684, 0.031], [1.882, -0.496, 0.340], [-1.890, 0.520, 0.160], [0.444, 1.209, -0.585], [-0.725, 0.231, -0.631], [0.096, -2.275, -0.918], [2.341, 1.326, 0.178], [2.799, -0.737, 0.697], [-1.138, 0.213, -1.505], [-1.577, 0.275, 1.149], [-2.176, 1.498, 0.026], [0.451, 2.203, -0.709], [-0.055, -1.536, -0.659], [1.363, -1.327, -0.060]],
  "forces_ev_per_angstrom": [[1.065, 2.355, -1.140], [-1.609, -3.809, -0.906], [2.366, -0.190, 1.574], [-0.583, -3.460, 1.262], [0.198, 1.734, 2.173], [-0.111, 0.983, 0.462], [0.098, 1.464, 0.300], [-0.083, 0.692, 0.010], [0.050, 0.204, -2.812], [-1.189, 0.941, -1.521], [-0.012, -0.491, 0.530], [-0.555, 0.538, -0.156], [-0.053, -1.993, -0.748], [0.418, 1.034, 0.971]]
}

# 5
{
  "formula": "CH9N4",
  "method": "ωB97M-V with the def2-TZVPD basis set",
  "molar_mass_g_mol": 77.1,
  "homo_ev": -13.6,
  "relative_energy_kcal_mol": 44.8,
  "charge": 1,
  "multiplicity": 1,
  "total_energy_ev": -7136.80981,
  "orbital_gap_ev": 10.6,
  "species": ["C", "N", "N", "N", "N", "H", "H", "H", "H", "H", "H", "H", "H", "H"],
  "positions_angstrom": [[1.251, -0.888, 1.137], [0.053, -0.760, 1.678], [0.829, 0.813, -0.420], [1.616, -0.214, 0.078], [-1.920, 0.606, -1.282], [1.938, -1.621, 1.540], [2.567, -0.295, -0.267], [-0.204, -1.281, 2.501], [-0.566, -0.016, 1.378], [-0.148, 0.578, -0.696], [1.295, 1.337, -1.146], [-1.801, 0.014, -2.101], [-2.704, 0.214, -0.772], [-2.206, 1.514, -1.629]],
  "forces_ev_per_angstrom": [[-0.100, -0.028, -0.343], [0.034, 0.282, -0.090], [-0.340, 0.509, 0.157], [0.102, -0.094, 0.239], [0.102, -0.342, -0.128], [0.004, 0.060, -0.078], [-0.294, -0.102, 0.082], [0.111, -0.010, -0.016], [0.079, -0.078, 0.016], [0.337, -0.250, 0.026], [0.187, -0.168, 0.076], [-0.110, 0.050, 0.002], [-0.051, 0.101, -0.011], [-0.060, 0.071, 0.067]]
}

# 6
{
  "formula": "CH9N4S",
  "method": "ωB97M-V with the def2-TZVPD basis set",
  "molar_mass_g_mol": 109.2,
  "homo_ev": [-11.5, -12.1],
  "relative_energy_kcal_mol": 42.8,
  "charge": 1,
  "multiplicity": 1,
  "total_energy_ev": -17969.94460,
  "orbital_gap_ev": [5.5, 8.2],
  "species": ["C", "N", "N", "N", "N", "S", "H", "H", "H", "H", "H", "H", "H", "H", "H"],
  "positions_angstrom": [[1.570, -0.908, 0.271], [2.227, -2.017, 0.114], [1.676, 0.211, -0.337], [-3.553, -1.024, -0.005], [0.121, 2.318, 0.216], [-2.064, -0.420, -0.056], [2.028, -2.818, 0.693], [2.962, -2.140, -0.586], [1.043, 1.037, -0.083], [2.355, 0.394, -1.078], [-4.270, -0.608, 0.574], [-3.818, -1.830, -0.554], [0.139, 2.571, 1.196], [0.421, 3.119, -0.329], [-0.837, 2.114, -0.039]],
  "forces_ev_per_angstrom": [[0.763, 0.334, -1.060], [0.042, -0.561, 0.219], [-0.091, -0.222, 0.240], [-0.515, -0.175, 0.091], [0.146, -0.060, -0.113], [0.581, 0.182, -0.068], [-0.057, -0.030, 0.049], [-0.290, 0.198, 0.201], [-0.332, 0.438, 0.086], [-0.033, -0.328, 0.189], [0.068, -0.069, -0.091], [0.020, 0.063, 0.063], [-0.066, 0.127, 0.052], [-0.030, 0.103, 0.089], [-0.207, 0.000, 0.053]]
}

# 7
{
  "formula": "CH9N5",
  "method": "ωB97M-V with the def2-TZVPD basis set",
  "molar_mass_g_mol": 91.1,
  "homo_ev": -16.7,
  "relative_energy_kcal_mol": 64.1,
  "charge": 2,
  "multiplicity": 1,
  "total_energy_ev": -8614.83739,
  "orbital_gap_ev": 10.8,
  "species": ["C", "N", "N", "N", "N", "N", "H", "H", "H", "H", "H", "H", "H", "H", "H"],
  "positions_angstrom": [[8.332, -1.367, -0.888], [8.527, -0.727, 0.168], [-11.043, 1.599, 1.142], [-11.508, 1.042, 0.221], [7.761, 0.304, 0.554], [-8.492, 0.511, -0.206], [7.535, -0.920, -1.423], [8.921, -2.096, -1.345], [9.326, -0.984, 0.847], [-8.913, 0.315, 0.973], [-8.143, -0.287, -0.641], [7.653, 0.583, 1.476], [6.880, 0.533, 0.061], [-7.499, 0.698, -0.262], [-9.337, 0.795, -0.678]],
  "forces_ev_per_angstrom": [[-1.027, 1.110, -1.109], [1.719, -0.516, 3.266], [-3.983, -4.638, -7.635], [3.784, 4.688, 7.700], [-1.263, 1.159, -1.922], [-1.405, -1.449, 5.779], [-0.864, -0.293, -0.966], [1.152, -1.155, 0.034], [-1.518, 0.641, -1.300], [2.140, 0.478, -4.522], [-1.351, -4.058, -0.918], [0.751, -0.138, 2.250], [1.100, -0.810, -0.252], [0.349, 3.617, 0.526], [0.415, 1.365, -0.931]]
}

# 8
{
  "formula": "CH9N5OS",
  "method": "ωB97M-V with the def2-TZVPD basis set",
  "molar_mass_g_mol": 139.2,
  "homo_ev": [-17.9, -17.4],
  "relative_energy_kcal_mol": 76.9,
  "charge": 2,
  "multiplicity": 1,
  "total_energy_ev": -21492.72833,
  "orbital_gap_ev": [8.0, 9.2],
  "species": ["C", "N", "N", "N", "N", "N", "O", "S", "H", "H", "H", "H", "H", "H", "H", "H", "H"],
  "positions_angstrom": [[0.465, 0.575, -0.039], [-1.832, -2.025, 0.246], [1.628, 1.052, 0.575], [-0.757, 0.573, 0.621], [2.845, 0.741, -0.153], [-1.781, 0.171, -0.299], [0.414, 0.247, -1.195], [-3.409, 0.856, -0.156], [-2.855, -2.439, 0.330], [-1.399, -2.172, 1.132], [1.529, 1.268, 1.541], [-0.826, 0.479, 1.659], [3.501, 0.037, 0.252], [2.614, 0.508, -1.182], [3.398, 1.679, -0.140], [-1.487, 0.152, -1.333], [-3.518, 0.844, -1.516]],
  "forces_ev_per_angstrom": [[-0.508, -0.056, -0.918], [-2.532, -1.033, -1.650], [-1.383, -1.534, -1.819], [-0.160, 0.148, -0.272], [0.773, 2.669, 0.188], [-1.220, 0.887, 1.176], [1.874, -0.012, -0.907], [1.478, -0.407, -0.435], [2.321, 1.132, -0.069], [0.308, -0.093, 1.330], [1.424, 0.193, 0.968], [-0.740, -0.058, -1.400], [-0.880, 0.007, -0.006], [-0.166, 0.242, 1.577], [-0.829, -1.794, -0.404], [0.476, -0.301, 2.152], [-0.236, 0.010, 0.489]]
}

# 9
{
  "formula": "CH9N6O2",
  "method": "ωB97M-V with the def2-TZVPD basis set",
  "molar_mass_g_mol": 137.1,
  "homo_ev": [-10.6, -13.6],
  "relative_energy_kcal_mol": 0.0,
  "charge": 1,
  "multiplicity": 3,
  "total_energy_ev": -14202.25858,
  "orbital_gap_ev": [7.6, 7.3],
  "species": ["C", "N", "N", "N", "N", "N", "N", "O", "O", "H", "H", "H", "H", "H", "H", "H", "H", "H"],
  "positions_angstrom": [[-0.851, 1.282, 0.496], [-3.433, -0.712, -0.683], [-0.173, 0.458, 1.555], [-2.273, -0.249, -0.914], [-1.624, 0.378, 1.180], [0.762, -0.598, 1.196], [2.575, -0.176, -0.876], [2.985, 0.862, 0.099], [-0.475, 1.970, -0.336], [-4.312, -0.037, -0.653], [-3.397, -1.681, -0.257], [3.867, 1.147, -0.199], [-2.291, 0.696, -1.264], [0.168, -1.405, 0.963], [1.341, -0.326, 0.401], [1.290, -0.813, 2.022], [3.382, -0.931, -0.845], [2.459, 0.136, -1.885]],
  "forces_ev_per_angstrom": [[1.065, -3.022, 3.356], [-4.438, -0.931, 1.034], [-1.130, 1.621, -0.412], [2.872, 0.839, -1.488], [1.858, 0.288, 0.867], [-2.993, -0.592, 0.587], [1.982, -1.428, 0.195], [0.125, -0.791, -1.915], [-0.149, 2.076, -2.169], [2.220, -2.428, 0.007], [-0.900, 1.970, -0.534], [-0.332, 0.159, 0.283], [-0.395, 0.215, -0.468], [0.450, -0.141, -0.221], [0.858, 0.009, -1.174], [0.599, -0.042, 0.531], [-2.158, 1.961, -0.296], [0.466, 0.239, 1.817]]
}

# 10
{
  "formula": "CH9NO4",
  "method": "ωB97M-V with the def2-TZVPD basis set",
  "molar_mass_g_mol": 99.1,
  "homo_ev": [1.1, -3.7],
  "relative_energy_kcal_mol": 18.3,
  "charge": -1,
  "multiplicity": 2,
  "total_energy_ev": -10861.79983,
  "orbital_gap_ev": [2.3, 7.1],
  "species": ["C", "N", "O", "H", "H", "H", "H", "H", "O", "H", "H", "O", "H", "H", "O"],
  "positions_angstrom": [[0.534, 1.823, 1.671], [1.107, 1.376, 0.476], [-0.560, 1.207, 1.999], [0.976, 2.540, 2.367], [1.958, 1.707, 0.061], [0.582, 0.740, -0.113], [-1.215, -0.311, 1.839], [-2.395, -0.801, 1.112], [-1.682, -1.175, 1.689], [0.235, -0.941, -3.200], [1.135, -1.335, -4.425], [0.765, -0.606, -3.931], [-0.990, -1.630, -0.788], [0.113, -2.398, -0.355], [-0.017, -1.694, -1.011]],
  "forces_ev_per_angstrom": [[-0.853, 0.100, 0.456], [1.052, -0.376, -1.054], [-0.906, -0.375, 0.480], [0.531, -0.106, -0.569], [0.004, 0.264, 0.247], [-0.062, 0.256, 0.466], [0.957, 0.514, 0.353], [0.640, -0.734, 0.783], [-1.436, 0.306, -1.259], [0.280, -0.349, 0.132], [-0.116, -0.349, 0.227], [-0.091, 0.664, -0.244], [1.271, 0.728, -0.523], [0.897, 0.247, -0.094], [-2.168, -0.791, 0.600]]
}

# 11
{
  "formula": "CH9NO5",
  "method": "ωB97M-V with the def2-TZVPD basis set",
  "smiles": "NC(=O)O.O.O.O",
  "molar_mass_g_mol": 115.1,
  "homo_ev": -10.8,
  "relative_energy_kcal_mol": 24.1,
  "multiplicity": 1,
  "total_energy_ev": -12910.89768,
  "orbital_gap_ev": 11.0,
  "species": ["N", "C", "O", "O", "H", "H", "H", "H", "H", "O", "H", "H", "O", "H", "H", "O"],
  "positions_angstrom": [[0.986, 2.362, 0.522], [0.411, 1.100, 0.549], [1.448, 0.143, 0.264], [-0.670, 0.689, 0.667], [1.894, 2.301, 0.032], [0.410, 3.161, 0.196], [1.258, -0.669, 0.759], [1.234, -2.778, 0.954], [0.902, -2.702, 2.452], [0.601, -2.454, 1.603], [-2.586, 2.224, 1.009], [-3.801, 2.146, 1.938], [-3.339, 2.779, 1.330], [0.216, -2.866, -4.197], [0.579, -4.328, -3.968], [0.775, -3.610, -4.631]],
  "forces_ev_per_angstrom": [[-0.080, 0.043, -1.033], [4.595, -0.947, -1.661], [-0.184, 1.545, 0.650], [-3.634, 0.274, 0.978], [-0.816, 0.244, 0.672], [0.371, -1.086, 0.534], [-0.518, 0.066, -0.021], [0.027, -0.300, 0.209], [0.636, -0.480, 1.300], [-0.506, 0.747, -1.616], [-0.712, 0.585, 0.286], [0.537, 0.958, -0.795], [0.288, -1.653, 0.492], [1.480, -1.575, -1.356], [0.499, 0.759, -1.156], [-1.985, 0.820, 2.517]]
}

# 12
{
  "formula": "CH9NO5",
  "method": "ωB97M-V with the def2-TZVPD basis set",
  "molar_mass_g_mol": 115.1,
  "homo_ev": [-15.2, -15.2],
  "relative_energy_kcal_mol": 0.0,
  "charge": 1,
  "multiplicity": 2,
  "total_energy_ev": -12901.60756,
  "orbital_gap_ev": [11.7, 5.6],
  "species": ["N", "C", "O", "O", "H", "H", "H", "H", "H", "O", "H", "H", "O", "H", "H", "O"],
  "positions_angstrom": [[-1.124, 1.342, -0.320], [-1.540, 1.342, 1.003], [-2.373, 0.324, 1.148], [-1.122, 2.105, 1.833], [-1.241, 0.494, -0.957], [-0.368, 1.961, -0.627], [-2.616, -0.170, 1.939], [1.564, -1.044, -0.252], [1.822, -2.532, -0.662], [1.193, -1.920, -0.280], [2.209, 0.773, 1.270], [3.483, 0.782, 0.270], [2.595, 0.455, 0.455], [-1.434, -1.777, -1.771], [-0.169, -1.138, -1.197], [-0.879, -0.995, -1.852]],
  "forces_ev_per_angstrom": [[1.039, 0.010, -0.985], [-1.053, -1.563, 1.442], [-0.196, -0.143, -1.582], [0.423, 0.293, -0.387], [-0.396, -0.359, 0.003], [-0.316, 0.491, 0.298], [0.399, 0.829, 0.773], [1.257, 0.447, 0.211], [0.257, 0.091, -0.129], [-1.258, -0.331, 0.139], [0.735, 0.340, 0.342], [-0.253, 0.211, 0.563], [-0.624, -0.445, -0.893], [-0.133, -0.055, -0.069], [0.329, -0.966, -0.369], [-0.213, 1.148, 0.644]]
}